DFT (ωB97M-V/def2-TZVPD) results for a 7-piece molecular cluster, C28H66O12 overall.

Summary:
E, a.u.: -2008.910373
Spin multiplicity: 1
HOMO-LUMO gap, Eh: 0.352
ΔE to the lowest compared entry with this formula, charge and spin, eV: 7.983

Last column: Mulliken charge in e.
Cartesian coordinates (Å):
C1 0.2429 2.8975 4.9892  -0.413
C2 0.2607 3.1527 6.4915  -0.572
C3 1.8092 3.1564 6.7128  -0.591
O1 2.3623 3.7448 5.5553  -0.438
C4 1.5542 3.5013 4.4583  0.265
H1 -0.5511 3.3453 4.3915  0.398
H2 0.3627 1.8243 4.8409  0.128
H3 -0.2533 2.3109 6.9556  0.353
H4 -0.1034 4.1442 6.7607  0.286
H5 2.2355 2.1540 6.6745  0.279
H6 2.0921 3.4311 7.7290  0.360
H7 2.0690 2.8557 3.7468  -0.086
H8 1.2209 4.4429 4.0219  0.064
C5 2.1219 6.0160 0.2096  -0.612
C6 2.7455 5.4529 1.4243  -0.006
C7 4.0389 4.7561 0.9639  -0.214
O2 4.3942 5.5755 -0.0948  -0.482
C8 3.2866 6.0978 -0.7671  -0.453
H9 1.7875 7.0280 0.4382  0.255
H10 1.2069 5.5211 -0.1158  0.332
H11 2.1540 4.7460 2.0061  -0.209
H12 2.8478 6.3410 2.0479  0.398
H13 3.8709 3.8184 0.4343  0.128
H14 4.7777 4.6920 1.7628  0.342
H15 3.0154 5.4462 -1.5977  0.225
H16 3.5715 7.0730 -1.1620  0.340
C9 2.6458 -0.4784 -3.6260  -0.876
O3 2.7546 -1.8978 -3.3206  -0.143
C10 3.2968 -2.6427 -4.4858  -0.518
C11 3.3955 -4.1198 -4.1760  -0.509
O4 2.0937 -4.7478 -4.4186  -0.444
C12 0.9744 -4.3723 -3.6589  -0.334
H17 3.0612 -0.0356 -4.5312  0.402
H18 3.0406 0.1297 -2.8121  0.239
H19 1.5960 -0.1864 -3.6510  0.293
H20 4.3258 -2.3625 -4.7113  0.415
H21 2.6318 -2.4899 -5.3358  0.383
H22 3.9479 -4.4543 -3.2979  0.219
H23 3.9947 -4.5031 -5.0019  0.336
H24 0.4463 -3.4832 -4.0036  0.226
H25 1.3128 -4.1022 -2.6586  0.047
H26 0.2283 -5.1668 -3.6633  0.311
C13 -6.0847 0.3135 -4.4744  -0.730
O5 -4.8695 -0.1032 -3.8126  -0.343
C14 -3.8889 0.8483 -3.4829  -0.515
C15 -4.1726 1.6369 -2.1837  -0.280
O6 -5.3341 2.5028 -2.3072  -0.384
C16 -5.4966 3.4940 -1.2894  -0.834
H27 -6.5956 0.8731 -3.6909  0.276
H28 -6.7156 -0.4915 -4.8514  0.273
H29 -6.0442 1.0194 -5.3040  0.314
H30 -3.8495 1.5014 -4.3547  0.389
H31 -2.9434 0.3258 -3.3381  0.178
H32 -3.3290 2.2847 -1.9458  0.573
H33 -4.3205 1.0208 -1.2967  0.222
H34 -4.9227 3.3435 -0.3750  0.334
H35 -6.5506 3.5413 -1.0157  0.269
H36 -5.1177 4.4611 -1.6201  0.287
C17 5.4858 -2.3626 0.9072  -0.227
O7 5.1737 -3.7247 0.9061  -0.381
C18 4.0198 -4.1403 0.1627  -0.624
C19 2.6658 -3.7091 0.6689  0.073
O8 2.6287 -3.4047 2.0460  -0.215
C20 2.7061 -4.5247 2.9033  -0.777
H37 6.1646 -2.1718 1.7384  0.266
H38 4.5647 -1.8505 1.1856  -0.189
H39 5.9890 -1.9936 0.0134  0.306
H40 4.0765 -5.2280 0.1198  0.458
H41 4.1659 -3.8431 -0.8758  0.347
H42 2.0221 -4.5673 0.4759  0.406
H43 2.2790 -2.8373 0.1412  -0.256
H44 3.1148 -4.0964 3.8185  0.254
H45 3.4079 -5.1829 2.3910  0.324
H46 1.7382 -5.0010 3.0600  0.240
C21 -2.7947 -3.4210 -0.4679  -0.926
O9 -3.7597 -2.4325 -0.2552  -0.269
C22 -4.9370 -2.6265 -1.0068  -0.558
C23 -6.1357 -1.8979 -0.4826  -0.142
O10 -6.3242 -2.1473 0.8900  -0.325
C24 -7.6047 -1.7848 1.3746  -0.803
H47 -1.9598 -3.1271 0.1682  0.209
H48 -2.3541 -3.4692 -1.4637  0.382
H49 -3.2291 -4.3499 -0.0985  0.441
H50 -5.1292 -3.6956 -1.0964  0.470
H51 -4.6217 -2.2503 -1.9800  0.207
H52 -7.0267 -2.3167 -0.9506  0.387
H53 -6.0382 -0.8405 -0.7282  0.044
H54 -7.7773 -0.7165 1.5048  0.285
H55 -7.6527 -2.1476 2.4014  0.275
H56 -8.3978 -2.3812 0.9235  0.328
C25 -1.4161 0.0141 -0.6186  -0.415
O11 -0.4034 0.8205 -0.0364  -0.510
C26 0.9347 0.2261 -0.1251  0.187
C27 1.9359 1.0105 0.8088  -0.870
O12 1.9912 0.9816 2.1860  -0.250
C28 2.0287 -0.2601 2.7344  -0.272
H57 -1.1862 -0.3369 -1.6246  0.243
H58 -2.2553 0.7095 -0.6049  0.157
H59 -1.6371 -0.7819 0.0925  0.273
H60 1.1987 0.3763 -1.1719  0.233
H61 0.8989 -0.8306 0.1399  0.068
H62 1.6164 2.0358 0.6225  0.158
H63 2.9654 0.8866 0.4729  0.473
H64 2.8796 -0.7357 2.2468  -0.331
H65 1.1142 -0.8034 2.4965  0.324
H66 2.2425 -0.2535 3.8032  0.367

DFT (ωB97M-V/def2-TZVPD) results for a 2-piece molecular cluster, C2H9N2O overall.

Summary:
E, a.u.: -266.118984
Spin multiplicity: 1
HOMO-LUMO gap, Eh: 0.409
ΔE to the lowest compared entry with this formula, charge and spin, eV: 0.890
Net charge: +1

Last column: natural (NBO) charge in e.
Cartesian coordinates (Å):
C1 -2.1699 1.0541 0.3692  -0.428
N1 -1.0189 1.8917 -0.0493  -0.693
H1 -2.2819 0.1143 -0.1854  0.261
H2 -3.0684 1.6626 0.2565  0.229
H3 -1.9833 0.7950 1.4425  0.236
H4 -0.5529 2.3935 0.7314  0.442
H5 -0.3413 1.3177 -0.5879  0.488
H6 -1.3808 2.6339 -0.7030  0.435
C2 1.3985 -0.8789 0.1169  0.542
N2 1.7852 -2.1487 -0.1266  -0.765
O1 0.3523 -0.3490 -0.3547  -0.725
H7 2.0680 -0.1867 0.6394  0.148
H8 2.5575 -2.5394 0.4148  0.418
H9 1.4292 -2.6502 -0.8552  0.413

DFT (ωB97M-V/def2-TZVPD) results for one molecule with the formula C21H25N3O2.

Summary:
E, a.u.: -1130.022562
Spin multiplicity: 1
HOMO-LUMO gap, Eh: 0.335
ΔE to the lowest compared entry with this formula, charge and spin, eV: 0.833

Last column: natural (NBO) charge in e.
Cartesian coordinates (Å):
C1 3.4167 -5.6610 -1.8399  -0.599
C2 2.4590 -4.7549 -1.0748  -0.307
C3 1.3156 -4.2752 -1.9749  -0.601
C4 3.1901 -3.5184 -0.5581  0.687
O1 4.2133 -3.0841 -1.0471  -0.645
N1 2.5850 -2.9495 0.5135  -0.631
C5 2.9504 -1.6243 0.9505  -0.214
C6 2.3164 -0.5422 0.0645  -0.465
C7 0.8346 -0.6848 -0.0106  0.418
N2 0.1555 -1.6785 0.4909  -0.538
C8 -1.1595 -1.4387 0.1774  0.166
C9 -2.3012 -2.1768 0.4644  -0.228
C10 -3.5071 -1.6847 0.0116  -0.226
C11 -3.5870 -0.4920 -0.7094  -0.218
C12 -2.4638 0.2531 -1.0075  -0.228
C13 -1.2494 -0.2348 -0.5550  0.090
N3 0.0450 0.2207 -0.6711  -0.363
C14 0.4576 1.4369 -1.3113  -0.225
C15 0.3567 2.6427 -0.3689  -0.071
O2 -1.0116 2.8902 -0.1551  -0.527
C16 -1.3845 3.8734 0.7156  0.385
C17 -0.5102 4.7401 1.3584  -0.331
C18 -1.0113 5.7105 2.2120  -0.185
C19 -2.3705 5.8264 2.4313  -0.242
C20 -3.2418 4.9587 1.7904  -0.186
C21 -2.7564 3.9883 0.9395  -0.280
H1 2.8809 -6.4964 -2.2846  0.203
H2 4.1837 -6.0489 -1.1741  0.213
H3 3.9080 -5.0938 -2.6265  0.223
H4 2.0385 -5.2949 -0.2205  0.207
H5 0.6317 -3.6287 -1.4279  0.215
H6 0.7548 -5.1255 -2.3569  0.211
H7 1.7171 -3.7202 -2.8206  0.209
H8 1.6181 -3.1802 0.7068  0.428
H9 4.0380 -1.5405 0.8937  0.230
H10 2.6217 -1.5030 1.9840  0.207
H11 2.5810 0.4460 0.4491  0.220
H12 2.7348 -0.6377 -0.9430  0.238
H13 -2.2354 -3.0971 1.0225  0.220
H14 -4.4153 -2.2313 0.2185  0.213
H15 -4.5544 -0.1449 -1.0416  0.212
H16 -2.5319 1.1802 -1.5546  0.221
H17 1.4874 1.3323 -1.6598  0.223
H18 -0.1951 1.6146 -2.1704  0.224
H19 0.8620 2.4207 0.5817  0.180
H20 0.8421 3.5108 -0.8374  0.182
H21 0.5557 4.6748 1.2030  0.217
H22 -0.3238 6.3808 2.7066  0.214
H23 -2.7507 6.5859 3.0970  0.215
H24 -4.3056 5.0388 1.9563  0.216
H25 -3.4169 3.3005 0.4354  0.224